{
  "formula": "C10H16BrCl3OOs",
  "method": "the ωB97M-V functional and the def2-TZVPD basis",
  "elements": ["Os", "Br", "Cl", "Cl", "Cl", "O", "C", "C", "C", "C", "C", "C", "C", "C", "C", "C", "H", "H", "H", "H", "H", "H", "H", "H", "H", "H", "H", "H", "H", "H", "H", "H"],
  "coordinates": [[0.2763, -1.1516, 0.2938], [0.1864, -4.4356, 1.0489], [0.5624, -1.6095, 2.4859], [4.4939, -0.4376, 2.4196], [2.4295, -1.8248, -0.1123], [-0.4777, -2.3889, -0.9749], [0.8992, 0.8985, -0.0618], [-1.0776, 0.0438, -0.9360], [-2.1371, -0.4680, -1.8549], [2.2674, 1.4889, 0.0541], [-1.3022, 0.3526, 0.4440], [0.0605, 1.5587, 2.3130], [0.2944, 0.3475, -1.2519], [-0.0923, 0.9094, 0.9709], [-2.6153, 0.2542, 1.1545], [0.9527, 0.2027, -2.5810], [2.7587, 1.1494, 0.9795], [0.4461, -0.5721, -3.1553], [2.2172, 2.5888, 0.0636], [-1.7189, -1.0851, -2.6563], [-0.1207, -3.2578, -0.5842], [-2.8531, -1.0698, -1.2857], [-2.6889, 0.3651, -2.3093], [1.9969, -0.0781, -2.4509], [-2.4621, -0.0646, 2.1894], [1.0679, 1.3991, 2.7024], [-0.6768, 1.1552, 3.0072], [0.9148, 1.1374, -3.1488], [-3.2734, -0.4530, 0.6466], [-3.1099, 1.2348, 1.1649], [2.8911, 1.1732, -0.7863], [-0.1095, 2.6372, 2.2112]],
  "spin_multiplicity": 5,
  "e_homo_ev": [0.79, -1.11],
  "fmax_ev_per_a": 5.53,
  "total_charge": -2,
  "gap_ha": [0.133, 0.202],
  "s2": 6.02,
  "total_energy_ev": -122754.2022
}

{
  "formula": "C17H24F3NO5",
  "method": "the ωB97M-V functional and the def2-TZVPD basis",
  "elements": ["F", "F", "F", "O", "O", "O", "O", "O", "N", "C", "C", "C", "C", "C", "C", "C", "C", "C", "C", "C", "C", "C", "C", "C", "C", "C", "H", "H", "H", "H", "H", "H", "H", "H", "H", "H", "H", "H", "H", "H", "H", "H", "H", "H", "H", "H", "H", "H", "H", "H"],
  "coordinates": [[-4.8403, -0.7771, -5.8146], [-3.7884, -2.6049, -5.3322], [-4.9708, -1.5969, -3.8239], [-1.7946, -1.3272, -3.9564], [-0.5060, 3.4637, 4.4290], [-3.2163, 0.5234, -3.7500], [0.3480, 2.4840, 3.8375], [-0.2424, -2.7205, 0.8648], [1.8678, -0.2704, 2.3301], [1.1052, 0.9054, -2.4063], [-1.9151, -1.6249, -2.5982], [2.4569, -0.2133, 3.7373], [2.8014, 1.2302, 4.0556], [1.7883, 1.1418, 1.7925], [-2.8904, -0.4808, -4.4952], [-0.3272, 0.3451, -0.5578], [1.9297, -0.1724, -2.1125], [0.2138, -1.6087, 0.9096], [2.4204, 2.0898, 2.8420], [1.6273, -1.0015, -1.0378], [0.5792, -1.0487, 2.3033], [1.4201, 3.1759, 3.2074], [0.4957, -0.7390, -0.2675], [-2.7029, -2.8779, -2.2299], [-4.1159, -1.3773, -4.8415], [-0.0200, 1.1660, -1.6298], [2.7914, -0.3791, -2.7322], [2.2422, -1.8693, -0.8256], [-3.7771, -2.7149, -2.2874], [3.2738, 2.5455, 2.3444], [-2.3057, -0.7427, -2.0723], [2.5160, -0.7658, 1.7197], [2.3519, 1.1794, 0.8620], [-2.4458, -3.6966, -2.9036], [-0.8800, -1.7718, -2.2613], [-0.6790, 1.9868, -1.8778], [3.3103, -0.8862, 3.7588], [1.3200, 1.5391, -3.2560], [-1.2692, 3.4524, 3.8334], [-1.2099, 0.5095, 0.0484], [1.8319, 3.9184, 3.8913], [1.6952, -0.6079, 4.4043], [1.0662, 3.6759, 2.2997], [-2.4645, -3.1767, -1.2045], [2.2433, 1.5754, 4.9195], [-2.4684, -0.2642, -5.5080], [0.6871, -1.9048, 2.9667], [-0.2031, -0.3992, 2.6987], [3.8724, 1.3159, 4.2278], [0.7775, 1.3971, 1.4983]],
  "e_homo_ev": -5.65,
  "fmax_ev_per_a": 0.93,
  "total_charge": 0,
  "e_above_lowest_kcal_mol": 152.3,
  "gap_ha": 0.164,
  "total_energy_ev": -37891.7536
}

{
  "formula": "C19H22ClN3O3",
  "method": "the ωB97M-V functional and the def2-TZVPD basis",
  "elements": ["Cl", "O", "O", "O", "N", "N", "N", "C", "C", "C", "C", "C", "C", "C", "C", "C", "C", "C", "C", "C", "C", "C", "C", "C", "C", "C", "H", "H", "H", "H", "H", "H", "H", "H", "H", "H", "H", "H", "H", "H", "H", "H", "H", "H", "H", "H", "H", "H"],
  "coordinates": [[-1.8671, 4.4218, 4.0525], [-1.3103, -2.4123, -1.7729], [0.0595, 1.3192, -3.0535], [3.3418, -2.0372, -0.2019], [-0.0455, 0.6375, -0.9203], [-0.6336, -2.8399, 0.3162], [2.0668, -2.2463, 0.1993], [-0.5868, 0.8180, -2.1499], [1.6404, -3.3349, -0.3882], [1.3365, 1.0300, -0.7356], [-0.5241, 3.7022, 0.3710], [-2.7887, -0.1141, -1.1684], [1.0974, 2.8484, 1.9068], [3.6989, -3.0105, -1.0415], [-1.9889, 0.3062, -2.3959], [2.6648, -3.8786, -1.2081], [0.3209, 3.2655, 2.9721], [0.2541, -3.8625, -0.1989], [-1.2665, -2.0674, -0.6078], [-1.8977, -0.7690, -0.1127], [-1.3127, 4.1261, 1.4258], [1.5051, 2.5492, -0.5528], [0.6867, 3.0570, 0.5949], [-0.7980, 0.2364, 0.2455], [-0.5426, -2.6250, 1.7396], [-0.8849, 3.9010, 2.7239], [-0.0922, -0.1929, 0.9591], [0.6457, 3.1026, 3.9879], [4.6911, -2.9691, -1.4440], [-1.3165, -1.9507, 2.0911], [1.8837, 0.7336, -1.6345], [2.5636, 2.7548, -0.3854], [2.0389, 2.3546, 2.0982], [-1.2646, 1.1125, 0.7189], [-0.1323, -4.1898, -1.1684], [-2.5016, -0.9720, 0.7765], [-2.5262, 1.0650, -2.9677], [1.7374, 0.4889, 0.1232], [1.1958, 3.0333, -1.4792], [-0.6745, -3.5860, 2.2437], [-0.8557, 3.8709, -0.6431], [-1.8559, -0.5573, -3.0525], [0.4385, -2.2257, 2.0085], [2.6195, -4.7566, -1.8153], [0.2689, -4.7177, 0.4847], [-3.2627, 0.7591, -0.7127], [-2.2508, 4.6274, 1.2452], [-3.5757, -0.8059, -1.4730]],
  "e_homo_ev": -8.77,
  "fmax_ev_per_a": 1.15,
  "total_charge": 0,
  "e_above_lowest_kcal_mol": 30.6,
  "gap_ha": 0.344,
  "smiles": "CN(Cc1ccon1)C(=O)[C@@H]1CCC(=O)N(CCc2ccc(Cl)cc2)C1",
  "total_energy_ev": -43195.2890
}

{
  "formula": "C4H8OSe",
  "method": "the ωB97M-V functional and the def2-TZVPD basis",
  "elements": ["Se", "O", "C", "C", "C", "C", "H", "H", "H", "H", "H", "H", "H", "H"],
  "coordinates": [[-1.8073, 0.6059, 0.1705], [0.6348, 0.5023, -1.5973], [1.2473, 0.4226, -0.5793], [-1.7340, -0.2961, 1.7400], [2.7001, 0.3488, -0.2668], [-2.1694, -0.6358, -1.0259], [2.9935, 1.3732, -0.0864], [0.7316, 0.4233, 0.4887], [-2.5465, -0.3350, -1.9996], [2.8650, -0.3828, 0.5049], [3.4954, 0.1212, -1.1272], [-2.1526, -1.2276, 1.9311], [-1.6262, 0.5400, 2.5010], [-2.6316, -1.4599, -0.6535]],
  "e_homo_ev": [-7.56, -7.50],
  "fmax_ev_per_a": 4.25,
  "total_charge": 0,
  "e_above_lowest_kcal_mol": 89.5,
  "gap_ha": [0.284, 0.279],
  "total_energy_ev": -71666.5261
}

{
  "formula": "C6H7ClO",
  "method": "the ωB97M-V functional and the def2-TZVPD basis",
  "elements": ["Cl", "O", "C", "C", "C", "C", "C", "C", "H", "H", "H", "H", "H", "H", "H"],
  "coordinates": [[-3.1007, -0.5281, 0.1292], [1.8928, -1.2747, 0.4076], [-0.5199, -1.3844, -0.1165], [-1.4078, -0.3974, -0.2135], [0.6978, 0.6630, -0.4765], [0.1023, 1.3136, 0.7202], [0.8637, -0.8590, -0.4658], [-0.7938, 0.9279, -0.4491], [-0.1257, 0.7376, 1.6275], [1.7131, -0.9302, 1.2951], [-1.3718, 1.6795, -0.9792], [1.1114, -1.1365, -1.4556], [1.3263, 1.2303, -1.1536], [-0.7271, -2.3909, 0.2241], [0.3394, 2.3492, 0.9061]],
  "e_homo_ev": -9.10,
  "fmax_ev_per_a": 1.70,
  "total_charge": 0,
  "e_above_lowest_kcal_mol": 36.3,
  "gap_ha": 0.368,
  "smiles": "O[C@H]1C=C(Cl)[C@H]2C[C@H]21",
  "total_energy_ev": -20903.9571
}

{
  "formula": "H20O10",
  "method": "the ωB97M-V functional and the def2-TZVPD basis",
  "elements": ["O", "O", "O", "O", "O", "O", "O", "O", "O", "O", "H", "H", "H", "H", "H", "H", "H", "H", "H", "H", "H", "H", "H", "H", "H", "H", "H", "H", "H", "H"],
  "coordinates": [[4.2929, 0.2919, 2.2581], [-0.9045, -0.3380, 0.0435], [-2.0067, -1.8260, 0.8791], [1.6383, -3.4226, -2.3321], [3.4467, 1.9922, -0.4630], [0.0993, 0.1415, 3.0447], [-2.6121, 1.0761, -1.5574], [-3.6052, 1.0944, 2.4572], [0.1465, 1.7994, -1.6477], [-0.7008, -0.4751, -2.8325], [1.9478, -4.0711, -1.6897], [-3.7082, 0.3176, 1.8959], [3.5368, 1.2446, -1.0646], [-2.8982, 1.5960, 2.0359], [0.2292, 2.1942, -2.5231], [0.0509, -0.4448, -0.0252], [3.8416, -0.5577, 2.3159], [-1.2090, -1.7722, 1.4174], [-2.6562, -2.2344, 1.4625], [0.7518, 2.3126, -1.1008], [5.1042, 0.1612, 2.7618], [-1.0205, 0.2620, 0.7888], [-0.3936, -1.3867, -2.7726], [4.1992, 1.9054, 0.1331], [-3.1083, 1.7921, -1.9697], [-0.5960, 0.4049, 3.6580], [-0.3749, -0.0642, -2.0239], [0.9280, -3.8763, -2.7997], [-0.1437, -0.7544, 2.7855], [-2.8365, 0.3011, -2.0847]],
  "e_homo_ev": -9.88,
  "fmax_ev_per_a": 3.62,
  "total_charge": 0,
  "e_above_lowest_kcal_mol": 109.9,
  "gap_ha": 0.367,
  "smiles": "O.O.O.O.O.O.O.O.O.O",
  "total_energy_ev": -20797.8448
}

{
  "formula": "C15H19ClO4PtSeSiTe",
  "method": "the ωB97M-V functional and the def2-TZVPD basis",
  "elements": ["Pt", "Te", "Se", "Cl", "Si", "O", "O", "O", "O", "C", "C", "C", "C", "C", "C", "C", "C", "C", "C", "C", "C", "C", "C", "C", "H", "H", "H", "H", "H", "H", "H", "H", "H", "H", "H", "H", "H", "H", "H", "H", "H", "H", "H"],
  "coordinates": [[-0.1066, 0.1315, -1.3784], [1.8337, 0.9042, 0.5301], [-0.1515, -2.1310, -1.1240], [0.1669, 2.5743, -2.8540], [-1.0818, -4.1607, -2.5177], [0.2867, 1.3260, -3.6311], [1.4057, 2.9455, -2.3260], [-0.5176, 3.6047, -3.4761], [-0.7260, 2.0713, -1.6532], [0.7594, -0.4925, 4.4493], [-0.6235, -0.6543, 4.3945], [-1.7146, -5.2349, -1.1639], [2.3357, 5.1610, 1.0975], [0.7600, 0.1968, 2.1620], [1.0997, 5.5888, 1.3370], [1.4583, -0.0631, 3.3326], [-0.0041, 4.6569, 1.3825], [1.4623, 2.9080, 0.9349], [-0.6299, 0.0308, 2.0973], [0.2270, 3.3250, 1.1867], [-1.3163, -0.3928, 3.2195], [0.4980, -4.6536, -3.3279], [-2.3115, -3.2209, -3.5199], [2.5773, 3.8301, 0.9017], [-2.1080, -6.1481, -1.6245], [-1.0108, 4.9984, 1.5849], [0.8738, -3.8911, -4.0113], [-0.9278, -5.5349, -0.4705], [3.1376, 5.8778, 1.0323], [-1.1814, 0.2340, 1.1683], [1.2942, -0.7014, 5.3656], [-1.1615, -0.9858, 5.2716], [3.5866, 3.5021, 0.6756], [-1.8424, -2.4847, -4.1741], [2.5337, 0.0585, 3.3843], [-0.5783, 2.6092, 1.2591], [-2.5295, -4.7699, -0.6084], [-3.0683, -2.7323, -2.9048], [1.2759, -4.9078, -2.6064], [-2.3900, -0.5187, 3.1819], [-2.8300, -3.9464, -4.1589], [0.9451, 6.6463, 1.4979], [0.2939, -5.5565, -3.9160]],
  "spin_multiplicity": 5,
  "e_homo_ev": [-14.74, -14.78],
  "fmax_ev_per_a": 4.49,
  "total_charge": 2,
  "e_above_lowest_kcal_mol": 0.0,
  "gap_ha": [0.312, 0.152],
  "s2": 6.03,
  "total_energy_ev": -120311.8809
}

{
  "formula": "C4H12O2",
  "method": "the ωB97M-V functional and the def2-TZVPD basis",
  "elements": ["O", "O", "C", "C", "C", "C", "H", "H", "H", "H", "H", "H", "H", "H", "H", "H", "H", "H"],
  "coordinates": [[0.7495, 2.1230, -2.6036], [0.7003, -2.6394, 0.7596], [-0.5785, -2.0140, 1.0478], [-0.2490, 2.0190, -1.6771], [-0.8235, -1.4658, 2.3783], [0.2400, 2.1494, -0.1890], [-0.3421, -1.9566, 3.1873], [1.3197, 2.2561, 0.0034], [-0.2896, -0.5996, 2.6485], [-0.8869, 2.8846, -1.8888], [-0.7583, -1.2131, 0.2108], [-0.3563, 2.7895, 0.4315], [1.4376, 1.3377, -2.5721], [-1.2854, -2.8692, 0.8006], [-0.8622, 1.0357, -1.7710], [0.0257, 1.1549, 0.2246], [0.7496, -3.3332, 1.4549], [-1.8836, -1.4873, 2.6620]],
  "e_homo_ev": -10.12,
  "fmax_ev_per_a": 4.34,
  "total_charge": 0,
  "e_above_lowest_kcal_mol": 43.9,
  "gap_ha": 0.402,
  "smiles": "CCO.CCO",
  "total_energy_ev": -8435.6099
}

{
  "formula": "C12H19DyO4P",
  "method": "the ωB97M-V functional and the def2-TZVPD basis",
  "elements": ["Dy", "P", "O", "O", "O", "O", "C", "C", "C", "C", "C", "C", "C", "C", "C", "C", "C", "C", "H", "H", "H", "H", "H", "H", "H", "H", "H", "H", "H", "H", "H", "H", "H", "H", "H", "H", "H"],
  "coordinates": [[-0.1950, 0.3431, -2.6371], [-0.0386, 0.1300, 0.8782], [-0.0254, -2.9184, -1.3001], [0.2303, 3.1161, -0.4196], [2.9549, -0.2652, -1.1819], [-3.2458, 0.1921, -0.8333], [1.8897, -0.0728, -1.6187], [0.1383, -1.8146, 2.9889], [-2.2033, 0.2045, -1.3579], [1.8860, 0.8475, 2.9426], [0.1376, 0.7416, -6.1457], [0.1689, -1.6248, 1.4726], [0.0988, 2.2107, -1.1502], [-0.0698, -1.8381, -1.7293], [-1.1345, 0.9571, 2.1202], [-2.6030, 0.4787, 2.1666], [0.0748, -0.5945, -6.2193], [1.5928, 0.8038, 1.4387], [2.3375, 0.1815, 0.9411], [-0.7043, -1.2680, 3.4448], [1.1302, -1.9437, 1.0307], [2.7903, 1.4529, 3.1207], [0.0322, -2.8904, 3.2112], [1.0805, -1.4970, 3.4480], [-0.6449, -2.2081, 0.9993], [-0.7346, 0.9130, 3.1485], [-3.1563, 1.0230, 2.9473], [-0.7651, 1.3626, -6.1730], [0.9796, -1.2108, -6.2746], [-2.7445, -0.5961, 2.3476], [2.1004, -0.1526, 3.3323], [-1.1617, 2.0002, 1.7579], [1.6625, 1.8196, 1.0234], [-3.1303, 0.6744, 1.2249], [1.0980, 1.2695, -6.1501], [1.0556, 1.2971, 3.5032], [-0.8819, -1.1242, -6.2977]],
  "spin_multiplicity": 6,
  "e_homo_ev": [-20.04, -20.11],
  "fmax_ev_per_a": 7.61,
  "total_charge": 3,
  "gap_ha": [0.215, 0.225],
  "s2": 9.34,
  "total_energy_ev": -54280.1725
}

{
  "formula": "C5H13NO2",
  "method": "the ωB97M-V functional and the def2-TZVPD basis",
  "elements": ["O", "O", "N", "C", "C", "C", "C", "C", "H", "H", "H", "H", "H", "H", "H", "H", "H", "H", "H", "H", "H"],
  "coordinates": [[-1.0319, -0.4002, 1.8338], [-0.1237, -2.5295, -0.0802], [1.5745, -0.3080, 0.7137], [2.1885, 0.7799, 0.0672], [-1.7500, -1.0844, -1.0859], [0.0821, 2.0705, -0.4644], [-1.2710, -2.1558, -0.1634], [1.5568, 1.8168, -0.4740], [-2.2123, -0.3051, -0.4794], [-2.5071, -1.4859, -1.7590], [-1.1051, -0.8140, 2.6964], [-0.0522, -0.2288, 1.6555], [2.1591, 2.5826, -0.9416], [-0.1099, 3.0764, -0.0937], [-0.9309, -0.6580, -1.6576], [-0.4445, 1.3665, 0.1715], [-0.3293, 2.0113, -1.4742], [0.8735, -0.7754, 0.1336], [-2.0791, -2.6863, 0.3714], [2.2446, -1.0065, 1.0111], [3.2679, 0.7338, 0.0193]],
  "e_homo_ev": -8.37,
  "fmax_ev_per_a": 1.38,
  "total_charge": 0,
  "e_above_lowest_kcal_mol": 39.8,
  "gap_ha": 0.340,
  "smiles": "C/C=C\\N.CC=O.O",
  "total_energy_ev": -10980.1513
}

{
  "formula": "C4H10N2O",
  "method": "the ωB97M-V functional and the def2-TZVPD basis",
  "elements": ["O", "N", "N", "C", "C", "C", "C", "H", "H", "H", "H", "H", "H", "H", "H", "H", "H"],
  "coordinates": [[-0.0459, -0.2697, -2.3548], [2.3409, -1.0459, -1.2172], [-1.2263, -0.3004, -0.4346], [-0.9280, 1.4654, 1.3225], [1.1741, -0.8768, -0.3747], [-1.2585, 0.0127, 0.9674], [-0.0668, -0.4353, -1.1521], [1.3887, -0.0882, 0.3464], [0.9656, -1.8060, 0.1560], [-0.0608, 1.8458, 0.7659], [-1.7340, 2.1811, 1.1308], [2.0818, -1.2997, -2.1623], [-0.5571, -0.5983, 1.5218], [-0.7150, 1.5340, 2.3886], [2.8421, -0.1711, -1.2895], [-1.9704, 0.1083, -0.9871], [-2.2305, -0.2559, 1.3729]],
  "e_homo_ev": -9.39,
  "fmax_ev_per_a": 0.87,
  "total_charge": 0,
  "e_above_lowest_kcal_mol": 18.2,
  "gap_ha": 0.377,
  "smiles": "CCNC(=O)CN",
  "total_energy_ev": -9338.1972
}

{
  "formula": "C8H14O9Zn",
  "method": "the ωB97M-V functional and the def2-TZVPD basis",
  "elements": ["Zn", "O", "O", "O", "O", "O", "O", "O", "O", "O", "C", "C", "C", "C", "C", "C", "C", "C", "H", "H", "H", "H", "H", "H", "H", "H", "H", "H", "H", "H", "H", "H"],
  "coordinates": [[1.9666, 23.4054, -1.8166], [3.5006, 23.6889, -3.0355], [4.1385, 22.7939, 1.5456], [1.6464, 24.2045, -3.7975], [-2.1734, 23.7122, -0.5800], [2.3116, 25.3954, -0.8518], [2.8296, 22.3627, -0.1987], [1.4025, 21.5885, -2.4817], [3.2142, 25.7784, 1.1756], [-0.0500, 23.7658, -1.1260], [3.1096, 26.0095, -0.0730], [-1.4604, 24.6110, -2.7648], [-1.2674, 23.9902, -1.3896], [3.4883, 25.2730, -4.9991], [2.8568, 24.3413, -3.8998], [4.1339, 26.9395, -0.6651], [3.8166, 22.2082, 0.4852], [4.9747, 21.3831, -0.1282], [4.8034, 27.2365, 0.1422], [5.5282, 21.8146, -0.9621], [4.6460, 20.5323, -0.7251], [3.0392, 25.0226, -5.9602], [1.7965, 20.8230, -2.0633], [3.3011, 26.3299, -4.8098], [4.5462, 25.0192, -5.0666], [3.6687, 27.8966, -0.9008], [-2.5198, 24.7852, -2.9526], [-1.2672, 23.7869, -3.4515], [0.8753, 21.2276, -3.1945], [4.8325, 26.4902, -1.3709], [5.7419, 21.0722, 0.5809], [-0.9458, 25.5328, -3.0362]],
  "spin_multiplicity": 2,
  "e_homo_ev": [-4.90, -4.89],
  "fmax_ev_per_a": 5.16,
  "total_charge": -1,
  "gap_ha": [0.273, 0.156],
  "s2": 0.76,
  "total_energy_ev": -75370.0562
}